*A*
5
Properties=species:S:1:pos:R:3 method="wB97M-V/def2-TZVPD" lumo_ev="3.66 / 3.66" gap_ev="4.96 / 4.96" homo_ev="-1.297 / -1.297" total_charge=-1
C -1.28 -0.01 0.03
O -0.96 0.18 -1.09
O -1.82 -0.10 1.04
P 2.66 -0.40 -0.66
S 1.40 0.32 0.68

*B*
5
Properties=species:S:1:pos:R:3 method="wB97M-V/def2-TZVPD" lumo_ev="3.52 / 3.51" gap_ev="5.09 / 5.07" homo_ev="-1.573 / -1.569" total_charge=-1
C 0.50 -1.05 0.79
O 1.60 -0.77 0.49
O -0.55 -1.40 1.16
P -0.42 2.52 -1.43
S -1.12 0.70 -1.01

Relative energy of each structure, in kJ/mol: *A* 46.0; *B* 0.0.

*A*
15
Properties=species:S:1:pos:R:3 method="wB97M-V/def2-TZVPD" lumo_ev=-3.48 gap_ev=10.63 homo_ev=-14.110 total_charge=+1
C -1.49 -0.70 -0.29
C -0.22 1.39 0.19
C 0.91 -0.60 0.62
N -0.17 -0.07 -0.15
S 2.47 0.00 0.03
H -2.03 -0.82 0.75
H -2.10 -0.07 -0.95
H -1.34 -1.77 -0.67
H -0.42 1.61 1.16
H 0.75 1.77 -0.14
H -0.80 1.90 -0.45
H 0.90 -1.72 0.61
H 0.88 -0.27 1.63
H 0.15 -0.12 -1.17
H 2.52 -0.54 -1.17

*B*
15
Properties=species:S:1:pos:R:3 method="wB97M-V/def2-TZVPD" lumo_ev=-5.14 gap_ev=8.76 homo_ev=-13.898 total_charge=+1
C 2.18 1.93 1.35
C -1.63 -1.86 -1.36
C -0.94 -0.15 0.36
N -1.04 -0.53 -1.02
S -0.37 -1.21 1.38
H 2.69 1.42 2.16
H 2.78 2.77 1.03
H 1.17 2.21 1.76
H -0.93 -2.49 -0.87
H -2.53 -2.08 -0.90
H -1.55 -2.04 -2.39
H 2.03 1.26 0.48
H -1.61 0.25 -1.50
H -0.02 -0.31 -1.32
H -0.42 -0.57 2.59

Relative energy of each structure, in kJ/mol: *A* 0.0; *B* 256.7.

*A*
15
Properties=species:S:1:pos:R:3 method="wB97M-V/def2-TZVPD" lumo_ev=-4.58 gap_ev=10.02 homo_ev=-14.598 total_charge=+1
C 1.34 -1.49 -0.62
C 1.30 0.79 0.47
C -2.32 0.24 -0.27
N 0.71 -0.53 0.37
S -1.00 -0.78 0.58
H 1.12 -2.53 -0.41
H 1.12 -1.47 -1.67
H 2.30 -1.16 -0.44
H 0.92 1.16 1.41
H 2.32 0.60 0.44
H 1.15 1.49 -0.34
H -2.40 -0.02 -1.40
H -3.35 0.12 0.22
H -2.12 1.34 -0.06
H -1.04 0.03 1.84

*B*
15
Properties=species:S:1:pos:R:3 method="wB97M-V/def2-TZVPD" lumo_ev=-3.03 gap_ev=11.30 homo_ev=-14.331 total_charge=+1
C 0.55 1.28 -0.13
N 1.87 1.00 0.18
H 0.09 2.09 0.45
H 0.37 1.38 -1.19
H 2.57 1.22 -0.51
H 2.22 1.18 1.11
C -1.79 -0.30 -0.84
S -0.57 -0.20 0.44
C 0.49 -1.59 0.08
H -2.68 0.24 -0.53
H -2.15 -1.25 -1.20
H -1.49 0.24 -1.74
H 1.29 -1.59 0.82
H -0.07 -2.51 0.17
H 0.96 -1.51 -0.89

Relative energy of each structure, in kJ/mol: *A* 214.5; *B* 0.0.

*A*
8
Properties=species:S:1:pos:R:3 method="wB97M-V/def2-TZVPD" lumo_ev=-0.52 gap_ev=9.24 homo_ev=-9.769
C 1.29 -1.86 0.06
C -0.09 -0.05 -0.28
N 1.83 -2.64 0.72
N 0.66 -1.00 -0.66
O -1.52 2.01 -0.12
S -0.45 1.40 -1.19
H -0.51 0.06 0.73
H -1.21 2.09 0.74

*B*
8
Properties=species:S:1:pos:R:3 method="wB97M-V/def2-TZVPD" lumo_ev=-0.43 gap_ev=9.88 homo_ev=-10.311
C -0.43 0.28 -0.39
C 1.13 -2.40 0.89
N -1.15 -0.56 -0.69
N 1.05 -2.39 -0.27
O -0.84 2.75 0.26
S 0.36 1.62 0.27
H 1.11 -1.99 -1.14
H -1.24 2.69 1.06

Relative energy of each structure, in kJ/mol: *A* 0.0; *B* 83.1.

*A*
10
Properties=species:S:1:pos:R:3 method="wB97M-V/def2-TZVPD" lumo_ev=-1.01 gap_ev=7.36 homo_ev=-8.370
C -1.47 1.93 -1.12
C -1.64 0.77 -1.35
N -2.19 -0.46 -1.71
O -1.38 -1.14 -2.42
O -3.33 -0.70 -1.50
S 1.79 -2.11 0.66
S 0.48 -0.63 0.59
H -1.44 2.98 -0.76
H 1.09 -3.31 0.46
H 1.37 0.09 1.22

*B*
10
Properties=species:S:1:pos:R:3 method="wB97M-V/def2-TZVPD" lumo_ev=-0.97 gap_ev=7.82 homo_ev=-8.787
C 0.29 0.10 0.03
C 0.17 1.07 1.15
H -0.11 -1.88 -1.87
H -1.73 -0.48 0.65
H -0.88 2.24 2.00
N -0.96 -0.54 -0.11
O -1.09 1.49 1.48
O 1.20 1.51 1.79
S -1.35 -1.64 -1.25
S 1.71 -0.06 -0.83

*C*
10
Properties=species:S:1:pos:R:3 method="wB97M-V/def2-TZVPD" lumo_ev=-0.85 gap_ev=8.54 homo_ev=-9.382
C 0.81 -0.36 -0.38
C -0.61 -0.16 0.52
N -1.45 0.85 -0.05
O -2.43 0.47 -0.75
O -1.20 2.04 0.15
S 0.82 -0.41 -2.00
S 2.17 -0.52 0.66
H -0.15 0.03 1.62
H -1.04 -1.19 0.44
H 3.08 -0.75 -0.21

*D*
10
Properties=species:S:1:pos:R:3 method="wB97M-V/def2-TZVPD" lumo_ev=-1.33 gap_ev=7.45 homo_ev=-8.777
C 0.05 0.60 0.58
C -2.05 -0.20 -0.42
N -1.04 0.27 0.15
O 1.26 -0.91 -1.26
O 1.85 -1.18 1.11
S 2.93 1.19 -0.14
S 1.71 -0.32 -0.03
H 0.23 1.36 1.32
H -2.60 -1.00 0.05
H -2.36 0.20 -1.37

Relative energy of each structure, in kJ/mol: *A* 517.4; *B* 0.0; *C* 281.1; *D* 178.4.

*A*
16
Properties=species:S:1:pos:R:3 method="wB97M-V/def2-TZVPD" lumo_ev=0.94 gap_ev=10.24 homo_ev=-9.300
C 0.90 -1.49 -0.99
C 1.22 0.03 -0.52
N -0.12 0.64 -0.41
C -0.14 1.88 0.32
H 1.60 -2.26 -0.73
H 0.61 -1.59 -2.15
H 0.01 -1.79 -0.33
H 2.03 0.54 -1.27
H 1.66 0.11 0.46
H -0.71 0.74 -1.22
H -0.99 2.41 -0.06
H -0.54 1.77 1.37
H 0.68 2.65 0.27
H -1.21 -0.50 0.64
H -0.95 -0.89 2.13
O -1.65 -1.02 1.37

*B*
16
Properties=species:S:1:pos:R:3 method="wB97M-V/def2-TZVPD" lumo_ev=0.99 gap_ev=10.22 homo_ev=-9.227
C 0.68 0.24 1.32
C -0.34 0.94 0.41
C -1.09 1.99 1.27
N 0.42 1.46 -0.75
H 0.38 0.10 2.37
H 0.86 -0.79 1.01
H 1.56 0.87 1.41
H -1.04 0.18 0.06
H -1.46 2.75 0.57
H -1.97 1.61 1.77
H -0.33 2.48 1.88
H 0.36 2.46 -0.74
H -0.01 1.08 -1.58
H 0.81 -5.59 -2.37
H 0.30 -4.97 -3.70
O 0.87 -4.81 -2.95

Relative energy of each structure, in kJ/mol: *A* 95.0; *B* 0.0.